Entry 1:
This record from the OMol25 dataset describes a 4-piece molecular cluster, C17H45BN4O4Si overall. The level of theory is ωB97M-V/def2-TZVPD.

Geometry as XYZ:
```
72
C17H45BN4O4Si, DFT ωB97M-V/def2-TZVPD
C 3.595 2.921 -2.949
C 3.135 3.894 -3.474
C 2.578 5.062 -4.156
C 1.396 5.697 -3.409
C 0.385 4.697 -2.849
Si -0.522 3.704 -4.166
B -1.721 2.264 -3.351
N -3.058 2.549 -2.802
O -1.302 0.975 -3.253
H 4.182 2.230 -2.376
H 3.376 5.799 -4.257
H 2.286 4.786 -5.170
H 1.783 6.316 -2.597
H 0.887 6.371 -4.102
H 0.896 4.015 -2.166
H -0.353 5.255 -2.267
H -1.338 4.652 -4.974
H 0.488 3.066 -5.056
H -2.990 3.094 -1.946
H -3.542 3.177 -3.440
H -0.484 0.834 -3.736
C -2.366 -1.551 -1.195
C -1.121 -2.372 -0.879
C -1.275 -3.875 -1.140
O -2.033 -4.570 -0.171
C -3.435 -4.475 -0.314
N -0.694 -2.074 0.490
H -3.117 -1.655 -0.411
H -2.109 -0.497 -1.268
H -2.811 -1.852 -2.145
H -0.321 -2.038 -1.550
H -0.284 -4.336 -1.110
H -1.693 -4.047 -2.141
H -3.735 -4.465 -1.368
H -3.822 -3.584 0.185
H -3.870 -5.356 0.162
H 0.194 -2.528 0.679
H -1.363 -2.498 1.127
C 7.013 2.788 0.656
C 5.848 1.836 0.907
C 6.161 0.713 1.899
O 6.977 -0.319 1.385
C 8.369 -0.074 1.414
N 5.360 1.333 -0.379
H 7.755 2.340 -0.006
H 6.653 3.695 0.172
H 7.508 3.067 1.588
H 5.036 2.418 1.355
H 5.222 0.227 2.175
H 6.606 1.122 2.817
H 8.649 0.498 2.305
H 8.716 0.464 0.529
H 8.866 -1.042 1.447
H 4.509 0.797 -0.228
H 6.033 0.655 -0.727
C -5.986 -3.304 2.401
C -4.694 -3.572 3.166
C -4.888 -3.737 4.676
O -5.126 -2.535 5.378
C -6.464 -2.079 5.379
N -3.717 -2.529 2.836
H -6.311 -2.270 2.523
H -5.832 -3.470 1.336
H -6.791 -3.960 2.737
H -4.287 -4.524 2.808
H -3.964 -4.139 5.098
H -5.690 -4.459 4.885
H -7.165 -2.919 5.412
H -6.695 -1.463 4.506
H -6.598 -1.474 6.274
H -2.821 -2.765 3.252
H -4.008 -1.677 3.308
```

## Properties
net charge	0
SMILES string	C#CCCC[SiH2]B(N)O.COC[C@@H](C)N.COC[C@@H](C)N.COC[C@@H](C)N
LUMO level	0.576	eV

***

Entry 2:
This record from the OMol25 dataset describes C17H45F6N5O6P as an isolated structure. The level of theory is ωB97M-V/def2-TZVPD.

Geometry as XYZ:
```
80
C17H45F6N5O6P, DFT ωB97M-V/def2-TZVPD
C -0.710 -0.656 -0.813
C 0.627 0.061 -0.743
O 0.683 1.123 0.178
H -1.158 -1.066 0.092
H -0.751 -1.528 -1.465
H -1.406 0.111 -1.152
H 0.920 0.427 -1.727
H 1.254 -0.804 -0.529
C 1.018 0.076 4.245
C 0.500 0.832 3.028
O 0.553 2.046 2.985
N -0.020 0.115 1.831
H 0.529 0.437 1.046
H 0.282 -0.846 1.910
C -1.585 0.244 1.616
H 1.387 0.758 5.011
H 1.788 -0.672 4.056
H 0.218 -0.437 4.779
H -1.758 -0.128 0.606
H -1.795 1.307 1.503
H -2.221 -0.318 2.301
C 4.896 2.134 0.276
C 3.426 1.875 0.644
O 2.939 1.702 1.784
N 2.368 1.934 -0.468
H 1.810 1.169 -0.117
H 1.780 2.753 -0.530
C 2.707 1.663 -1.914
H 4.940 3.218 0.164
H 5.284 1.412 -0.442
H 5.632 1.934 1.054
H 1.696 1.708 -2.318
H 3.131 0.669 -2.058
H 3.300 2.482 -2.323
C 3.375 -4.078 -1.973
C 2.567 -3.000 -1.180
O 2.490 -1.784 -1.442
N 2.057 -3.556 0.117
H 2.420 -4.442 0.441
H 2.199 -2.857 0.832
C 0.451 -3.648 -0.034
H 2.694 -4.753 -2.492
H 4.072 -4.713 -1.426
H 3.936 -3.543 -2.740
H 0.161 -4.279 -0.874
H -0.062 -2.686 -0.025
H -0.058 -4.168 0.778
C -0.770 2.582 -2.469
C -1.109 3.103 -1.101
O -2.123 3.761 -0.862
N 0.018 2.887 0.000
H 0.243 1.903 0.023
H 0.913 3.277 -0.258
C -0.433 3.186 1.430
H -1.590 2.965 -3.077
H -0.692 1.495 -2.454
H 0.146 2.955 -2.927
H -0.748 4.223 1.311
H 0.419 2.914 2.052
H -1.291 2.529 1.577
C -3.781 2.325 -1.753
C -3.276 0.951 -1.828
O -2.355 0.500 -2.513
N -4.075 -0.053 -0.998
H -4.767 0.449 -0.459
H -4.675 -0.590 -1.607
C -3.217 -1.046 -0.192
H -3.469 3.010 -2.540
H -3.443 2.663 -0.774
H -4.867 2.367 -1.663
H -3.891 -1.756 0.288
H -2.540 -0.477 0.446
H -2.474 -1.483 -0.860
P -2.128 -3.286 1.254
F -1.781 -1.771 1.632
F -3.735 -2.844 0.994
F -1.839 -2.907 -0.218
F -2.438 -4.892 0.772
F -0.544 -3.634 1.440
F -2.252 -3.535 2.842
```

## Properties
net charge	+3
LUMO level	-8.861	eV

***

Entry 3:
This record from the OMol25 dataset describes C17H45FFeO6 as an isolated structure. The level of theory is ωB97M-V/def2-TZVPD.

Geometry as XYZ:
```
70
C17H45FFeO6, DFT ωB97M-V/def2-TZVPD
Fe -0.065 -0.383 -1.039
C -3.650 -2.499 -1.085
C -3.193 -1.164 -1.673
O -1.935 -0.822 -1.187
H -3.237 -2.730 -0.106
H -3.310 -3.319 -1.726
H -4.737 -2.550 -1.091
H -3.890 -0.405 -1.302
H -3.245 -1.208 -2.762
F -0.175 0.342 0.757
C 3.901 0.709 -2.197
C 3.416 -0.273 -1.123
C 4.356 -0.303 0.079
O 2.106 0.150 -0.682
H 3.198 0.827 -3.017
H 4.910 0.407 -2.478
H 3.998 1.689 -1.716
H 3.337 -1.284 -1.524
H 4.446 0.728 0.451
H 5.346 -0.722 -0.054
H 3.793 -0.752 0.904
H 2.239 1.024 -0.286
C 1.738 -0.382 4.787
C 0.951 -1.318 3.888
C -0.562 -1.312 4.058
O 1.310 -1.100 2.504
H 2.797 -0.516 4.568
H 1.571 -0.740 5.806
H 1.500 0.674 4.680
H 1.185 -2.367 4.095
H -1.022 -2.097 3.457
H -1.046 -0.396 3.705
H -0.758 -1.487 5.117
H 0.802 -0.326 2.194
C -1.603 1.733 -3.814
C -0.196 1.973 -3.313
C 0.204 3.443 -3.232
O -0.100 1.476 -1.924
H -2.386 2.214 -3.226
H -1.755 0.653 -3.860
H -1.754 2.152 -4.812
H 0.543 1.380 -3.852
H -0.485 4.025 -2.620
H 0.321 3.949 -4.192
H 1.200 3.507 -2.786
H -0.614 2.145 -1.406
C 2.364 -3.776 0.299
C 0.922 -3.492 -0.032
C -0.051 -4.197 0.907
O 0.677 -2.071 -0.003
H 2.689 -3.530 1.315
H 2.969 -3.127 -0.346
H 2.710 -4.793 0.116
H 0.786 -3.888 -1.041
H -1.063 -4.216 0.505
H -0.008 -3.861 1.940
H 0.277 -5.243 0.941
H 0.829 -1.769 0.925
C -3.121 4.116 -0.394
C -2.290 3.511 0.725
C -3.123 2.559 1.557
O -1.122 2.886 0.153
H -2.706 5.027 -0.821
H -4.119 4.340 -0.018
H -3.215 3.355 -1.174
H -1.940 4.332 1.362
H -3.749 1.960 0.886
H -3.767 3.059 2.276
H -2.529 1.832 2.122
H -0.871 2.241 0.838
```

## Properties
multiplicity	6
net charge	+1
⟨S²⟩	8.76
LUMO level (alpha / beta)	-2.765 / -4.971	eV
ΔE to the lowest compared entry with this formula, charge and spin	0.00	kJ/mol